{
  "formula": "C3H7NO3",
  "method": "wB97M-V/def2-TZVPD",
  "charge": 0,
  "multiplicity": 1,
  "smiles": "NC(=O)O.CC=O",
  "symbols": ["C", "C", "O", "H", "H", "H", "H", "C", "N", "O", "O", "H", "H", "H"],
  "coordinates": [[-1.6114, 1.3843, -0.0077], [-1.5955, -0.0982, -0.1698], [-1.2091, -0.9360, 0.6617], [-2.5155, -0.4316, -0.6869], [-1.8333, 1.8419, -0.9725], [-0.6504, 1.7784, 0.3171], [-2.3878, 1.6947, 0.6921], [1.4687, -0.3601, -0.0006], [1.3461, -1.6910, 0.1961], [2.6948, -0.1219, -0.5464], [1.0542, 0.5148, 0.8084], [2.8991, 0.8199, -0.4696], [1.9027, -2.3622, -0.3039], [0.4374, -2.0329, 0.4822]],
  "forces_ev_per_a": [[1.6, 0.8, -0.9], [-2.9, -1.7, 3.9], [0.1, 1.6, -2.0], [0.6, -0.2, -1.3], [-0.2, 0.0, 0.0], [-0.1, -0.1, 0.2], [-0.1, -0.4, 0.1], [3.3, 2.0, 5.8], [-1.6, -0.9, -0.8], [-0.2, -0.1, -1.9], [-0.4, -1.5, -3.1], [-0.3, -0.1, 0.2], [0.2, 0.4, -0.3], [0.2, 0.3, 0.2]]
}

{
  "formula": "C3H7NO3PS",
  "method": "wB97M-V/def2-TZVPD",
  "charge": -1,
  "multiplicity": 1,
  "symbols": ["C", "C", "C", "N", "O", "O", "O", "P", "S", "H", "H", "H", "H", "H", "H", "H"],
  "coordinates": [[-1.5804, -0.7575, -0.1582], [-1.8737, 0.6239, 0.3507], [0.5863, -0.0184, -0.8602], [-0.1619, -0.9644, -0.2460], [3.2891, 0.8193, -0.7690], [1.8228, 0.6116, 1.3757], [2.4279, -1.5241, 0.1041], [2.2159, -0.0709, -0.0779], [-0.7793, 1.8391, -0.5070], [-2.0864, -1.5378, 0.5473], [-2.1018, -0.9838, -1.0736], [-2.9059, 0.7720, 0.0044], [-1.7759, 0.7272, 1.3588], [0.5684, -0.1123, -1.9191], [1.9621, 1.5434, 1.3019], [0.3929, -0.9671, 0.5682]],
  "forces_ev_per_a": [[-0.5, -2.2, 1.9], [-0.6, 1.1, -3.7], [-1.0, 1.4, -1.5], [-0.7, -0.3, -0.2], [-2.7, -1.6, 1.4], [0.1, -1.4, -0.1], [0.0, -0.2, 0.5], [4.1, 2.8, -1.3], [0.6, -1.9, 0.0], [1.2, 1.1, -0.8], [0.3, 0.4, -0.8], [0.1, 0.5, 0.5], [0.2, 0.1, 2.8], [-0.1, 0.8, -1.0], [0.1, 1.0, -0.1], [-1.0, -1.7, 2.5]]
}

{
  "formula": "C3H7NO4",
  "method": "wB97M-V/def2-TZVPD",
  "charge": 0,
  "multiplicity": 1,
  "symbols": ["C", "C", "O", "O", "H", "H", "H", "H", "C", "O", "O", "N", "H", "H", "H"],
  "coordinates": [[-1.3027, -0.1507, -1.4708], [-0.9299, -0.4109, -0.0285], [-0.6565, 0.9411, 0.6156], [-1.4947, -1.2282, 0.7030], [-1.0724, 0.8607, 1.4902], [-2.2626, 0.3633, -1.5029], [-1.3894, -1.1080, -1.9818], [-0.5461, 0.4527, -1.9693], [2.0141, 1.4141, 0.7453], [0.7479, -0.8382, -0.1366], [0.8419, -2.1380, 0.3618], [1.2997, 0.5601, 1.2982], [-0.0364, -2.2105, 0.8286], [2.9279, 1.6598, 1.2934], [1.8593, 1.8327, -0.2463]],
  "forces_ev_per_a": [[0.4, -0.3, 0.0], [-1.2, 2.0, 1.4], [-1.2, -1.2, -1.2], [0.5, -0.1, -0.4], [0.2, -0.1, -0.2], [0.1, 0.0, 0.1], [0.0, 0.0, 0.0], [-0.1, 0.1, 0.0], [0.1, -0.4, -0.1], [0.3, -1.7, 0.3], [0.1, 1.9, -0.5], [1.3, -0.4, 0.5], [-0.2, 0.1, -0.1], [-0.1, 0.3, 0.1], [-0.1, -0.1, -0.1]]
}

Sequential energy above the lowest of the compared OMol25 structures with the same formula, charge and spin output: 2.420; 0.931; 8.891 eV
Sequential E_tot output: -10855.948; -30983.991; -12897.096 eV